No. 1
A gas-phase ion, C5H13N2O (charge +1) at a distorted geometry, computed with ωB97M-V/def2-TZVPD.

Last column: Mulliken charge in e.
Positions of all 21 atoms, in Å:
C1 0.24 -1.49 -0.26  -0.295
H1 -1.34 3.55 -0.09  0.360
H2 2.21 -3.17 -0.69  0.309
H3 -1.43 2.74 -1.63  0.372
C2 -1.36 1.42 -0.05  -0.623
H4 1.21 -0.29 1.31  0.390
H5 0.94 2.71 -0.34  0.132
H6 1.92 1.37 0.00  0.237
H7 -0.44 -0.55 1.61  0.393
C3 0.25 -0.35 0.79  -1.125
O1 2.02 -3.07 0.23  -0.529
H8 0.10 -3.67 0.10  0.306
H9 -2.67 2.84 -0.66  0.371
H10 0.89 -1.19 -1.08  0.368
N1 0.99 1.72 -0.16  -0.408
H11 -2.25 0.85 0.19  0.392
C4 -0.10 0.94 0.08  0.534
H12 0.56 -2.65 1.56  0.327
N2 -1.66 2.73 -0.63  -0.309
C5 0.64 -2.81 0.48  -0.508
H13 -0.73 -1.63 -0.75  0.306

Summary:
2S+1: 1
Net charge: +1
LUMO: -3.74 eV
Energy relative to the best compared isomer or geometry (same formula, charge and spin): 220.32 kJ/mol
HOMO energy: -12.82 eV
Orbital gap: 9.1 eV

***

No. 2
A single C6H9N molecule, computed with ωB97M-V/def2-TZVPD.

Last column: Mulliken charge in e.
Positions of all 16 atoms, in Å:
H1 -0.16 -1.65 0.26  0.221
H2 1.50 2.20 0.40  0.409
H3 3.22 -0.46 0.64  0.328
H4 2.61 -0.63 -1.02  0.234
H5 -1.20 2.41 0.24  0.397
C1 -2.40 -0.33 -0.41  -1.215
H6 2.16 -1.81 0.21  0.306
H7 -2.20 -0.56 -1.46  0.264
C2 2.36 -0.75 0.04  -1.141
C3 -0.63 1.49 0.29  -0.441
C4 1.11 0.04 0.33  0.352
C5 -1.14 0.22 0.17  0.291
H8 -2.71 -1.27 0.07  0.323
N1 -0.08 -0.64 0.25  -0.093
C6 0.79 1.37 0.38  -0.582
H9 -3.23 0.37 -0.38  0.347

Summary:
2S+1: 1
Net charge: 0
LUMO: 1.01 eV
Energy relative to the best compared isomer or geometry (same formula, charge and spin): 29.33 kJ/mol
HOMO energy: -7.64 eV
Orbital gap: 8.7 eV

***

No. 3
10 unconnected molecules or ions with the total composition C36H60O30 at a distorted geometry, computed with ωB97M-V/def2-TZVPD.

Last column: Mulliken charge in e.
Positions of all 126 atoms, in Å:
C1 -1.09 -0.60 2.87  -0.141
O1 0.71 -0.81 -1.46  0.378
H1 -1.92 -0.98 3.32  0.402
H2 5.38 -0.77 1.62  0.204
C2 5.37 3.66 4.00  -0.869
H3 2.14 3.67 5.54  0.410
H4 -2.37 1.11 7.37  0.318
C3 -3.52 -0.01 -4.89  -0.081
O2 -2.15 -0.35 -4.81  -0.161
C4 1.68 -4.13 -3.89  -0.204
H5 -4.35 -1.45 -6.44  0.296
H6 -2.41 0.60 1.65  0.197
C5 -0.37 4.87 1.81  0.088
O3 -0.98 -2.29 -5.08  -0.615
C6 1.04 -1.08 3.50  0.434
C7 -2.01 -3.20 -0.96  -0.980
O4 3.03 4.95 2.51  -0.588
O5 6.42 1.82 2.43  -0.661
H7 -0.51 -1.05 0.83  -1.323
H8 -1.11 7.45 0.44  0.380
H9 0.00 2.78 -1.64  0.279
H10 -1.24 -2.48 -0.54  -0.122
H11 -0.49 6.71 2.93  0.445
C8 -0.46 -1.58 1.86  1.559
C9 -1.66 2.17 -0.36  0.169
O6 3.27 -3.16 -1.25  -0.383
O7 -4.73 -1.05 0.03  -0.413
O8 -0.59 -5.53 -3.69  -0.610
O9 0.41 1.74 7.23  -0.613
C10 -2.40 2.13 7.02  -0.752
H12 -1.08 4.52 2.58  0.174
H13 -3.50 2.34 6.86  0.244
H14 0.06 0.01 -3.30  0.341
H15 2.75 1.97 0.42  0.511
H16 4.80 4.37 4.64  0.186
H17 6.33 3.42 4.36  0.361
H18 -0.37 -1.59 -2.92  -0.182
O10 4.17 -4.81 -0.23  -0.374
H19 -1.60 -3.44 -1.95  0.266
H20 1.99 3.23 3.88  -0.306
C11 -1.64 0.70 2.36  -0.446
O11 0.90 -1.67 2.35  -0.196
H21 -1.02 -8.34 -6.20  0.228
H22 2.62 -3.67 -3.99  0.546
H23 2.37 1.94 4.97  0.334
H24 5.38 4.15 2.99  0.349
C12 1.83 5.23 2.33  0.282
H25 -1.53 -7.58 -4.73  0.310
C13 -2.43 4.41 -2.40  0.539
O12 -1.60 2.27 5.83  -0.128
C14 1.46 0.23 -0.97  -0.093
O13 1.82 1.26 -1.85  -0.782
O14 4.81 -4.34 -2.42  -0.622
H26 -1.12 2.60 0.54  -0.905
C15 -0.08 7.18 0.71  -1.188
O15 1.41 6.44 2.29  -0.365
C16 -1.65 2.32 -2.86  0.957
O16 -1.46 4.17 -1.51  -0.331
C17 -0.26 2.28 6.00  0.454
C18 -1.09 2.82 -1.54  0.974
H27 4.64 -3.01 1.83  0.325
H28 2.63 -5.16 1.05  0.239
O17 1.47 -5.23 -4.76  -0.413
O18 0.00 -0.33 3.79  -0.366
H29 -1.00 2.21 -3.65  0.437
H30 3.86 -0.58 0.72  0.211
H31 -3.40 -2.26 1.12  0.117
C19 -4.25 -0.38 -0.98  0.444
H32 -2.05 1.19 3.23  0.405
O19 4.23 0.86 2.28  0.119
H33 1.14 -1.36 -3.47  0.315
C20 -0.03 6.37 2.03  0.186
H34 -2.73 2.46 -0.15  0.588
O20 -3.20 -2.23 -5.23  -0.270
H35 -5.28 -2.55 -3.73  0.250
O21 -4.67 0.71 -1.38  -0.609
O22 0.92 4.36 1.99  0.209
C21 1.78 2.90 4.88  -0.441
H36 -1.76 -6.56 -6.21  0.257
H37 1.59 -4.48 -2.84  0.132
H38 -4.73 -2.99 0.50  0.450
H39 1.10 2.08 0.82  -0.237
H40 4.35 -4.59 2.57  0.388
H41 0.85 -3.40 -3.86  -0.054
C22 -4.17 -1.33 -5.32  0.321
C23 -3.39 -2.44 -1.06  0.565
O23 0.09 -6.82 -5.59  -0.332
H42 -0.82 1.37 1.98  -0.230
H43 -2.12 -3.98 -0.25  0.592
H44 -0.74 4.75 0.81  -0.084
C24 5.09 1.73 2.83  0.308
H45 -6.12 -1.13 -4.60  0.336
O24 2.06 -1.15 4.21  -0.633
O25 -3.23 5.39 -2.49  -0.651
C25 4.61 -0.01 1.22  -0.801
H46 2.58 -2.20 0.31  -1.565
O26 4.60 2.64 3.76  0.024
H47 5.28 0.56 0.53  0.413
C26 -5.40 -1.95 -4.63  -1.364
H48 -5.80 -2.70 -5.38  0.421
H49 -3.90 -3.03 -1.69  0.174
H50 1.51 -3.47 -0.22  -0.438
C27 -1.15 -7.37 -5.70  -0.603
O27 -3.39 -1.14 -1.59  0.134
C28 1.90 1.48 0.89  -0.578
C29 4.16 -4.12 -1.38  0.614
H51 -1.56 1.11 -0.25  -0.557
C30 2.55 -3.19 -0.09  2.351
C31 3.21 -4.27 0.70  0.518
C32 -2.01 -1.63 -5.04  0.552
C33 0.37 -0.88 -2.83  -0.616
H52 0.38 8.26 0.58  0.314
H53 0.41 6.64 -0.16  0.226
H54 2.08 1.29 1.98  0.056
O28 0.38 2.75 4.90  0.045
O29 1.63 0.26 0.30  1.129
C34 3.89 -3.74 2.00  -1.426
H55 -0.91 -2.59 1.94  0.365
H56 -2.03 2.68 7.86  0.324
C35 0.29 -5.88 -4.72  0.766
H57 -3.78 0.38 -3.92  -0.037
H58 -3.76 0.80 -5.61  0.385
O30 -2.46 3.42 -3.31  -0.496
H59 3.21 -3.27 2.68  0.362
H60 -2.33 1.43 -2.67  -1.186
C36 -4.04 -2.25 0.31  -0.567

Summary:
2S+1: 1
Net charge: 0
LUMO: -0.20 eV
Energy relative to the best compared isomer or geometry (same formula, charge and spin): 1011.15 kJ/mol
HOMO energy: -10.07 eV
Orbital gap: 9.9 eV

***

No. 4
2 unconnected molecules or ions with the total composition CH2Cl3P at a distorted geometry, computed with ωB97M-V/def2-TZVPD.

Last column: Mulliken charge in e.
Positions of all 7 atoms, in Å:
Cl1 2.98 -3.32 -0.80  -0.066
C1 0.55 0.78 1.38  -0.557
Cl2 1.55 -1.76 2.18  -0.134
H1 -0.22 0.76 2.10  0.328
P1 1.36 -0.51 0.68  0.287
Cl3 3.35 0.10 0.22  -0.192
H2 0.40 1.61 0.82  0.333

Summary:
2S+1: 1
Net charge: 0
LUMO (alpha / beta): -1.82 / -3.81 eV
Energy relative to the best compared isomer or geometry (same formula, charge and spin): 246.69 kJ/mol
HOMO energy (alpha / beta): -10.02 / -8.80 eV
Orbital gap (alpha / beta): 8.2 / 5.0 eV